one:
This record from the OMol25 dataset describes 2 unconnected molecules or ions with the total composition C3H10N3O. The level of theory is ωB97M-V/def2-TZVPD.

For the LUMO energy, the calculation gives 0.1519 hartree. As for the charge: -1.

```
17
Properties=species:S:1:pos:R:3:mulliken_charge:R:1
C 0.78255 -2.07255 0.45243 -0.18
O 0.47495 -1.12689 -0.55094 -0.98
C -0.44410 -2.39603 1.25257 -1.12
H 1.50317 -1.63209 1.18872 0.20
H 1.24878 -2.98728 0.04763 0.22
H -0.36842 -3.09162 2.09604 0.38
H -1.21150 -2.74358 0.54411 0.23
H -0.79687 -1.41265 1.62081 0.25
N 0.86628 1.42786 -0.92319 -0.37
C -0.35941 1.89047 -0.57274 0.37
N -0.45409 3.33492 -0.46216 -0.59
N -1.32080 1.02627 -0.35723 -0.93
H 1.10333 0.44124 -0.63069 0.29
H 1.52357 1.96982 -1.50179 0.13
H -0.20364 3.79995 -1.35621 0.23
H -1.45383 3.47251 -0.37097 0.31
H -0.88997 0.09967 -0.47639 0.55
```

two:
This record from the OMol25 dataset describes 2 unconnected molecules or ions with the total composition C3H10N3O. The level of theory is ωB97M-V/def2-TZVPD.

For the LUMO energy, the calculation gives 0.1509 hartree. As for the charge: -1.

```
17
Properties=species:S:1:pos:R:3:mulliken_charge:R:1
C 1.80211 1.54393 -1.50034 -0.78
C -1.65230 -1.43930 0.08642 -1.08
C 0.49604 -0.85683 1.26963 -0.79
N 1.19607 0.78555 -0.39872 -0.32
N -0.33019 -0.75289 0.04942 0.39
N 0.14568 0.10295 -0.78900 -0.45
O -2.38420 0.93457 1.04231 -0.79
H 2.81303 1.29973 -1.71344 0.24
H 1.30164 1.51006 -2.46973 0.36
H 1.94758 2.58969 -1.09814 0.20
H -2.53645 -0.02127 0.91586 0.46
H -1.92856 -1.46561 -1.00137 0.17
H -1.33965 -2.48280 0.26429 0.19
H 0.55780 0.15623 1.69896 0.28
H -0.08019 -1.62997 1.95282 0.33
H 1.49535 -1.22248 0.92769 0.26
H -1.50376 0.94844 0.76333 0.34
```

The relative energies come out as one 0.0; two 320.4, with values in kJ/mol.